C45H42F13LaN4O2PS2Te | wB97M-V/def2-TZVPD

Atoms and positions in Å:
La: 0.898 -0.320 1.109
C: 3.504 -4.295 1.015
C: 2.581 -3.132 1.184
N: 2.214 -2.453 -0.111
C: 1.653 -3.397 -1.096
C: 0.259 -3.920 -0.743
C: 3.335 -1.707 -0.781
C: 4.063 -0.768 0.223
N: 3.161 0.258 0.801
C: 3.655 1.431 1.305
C: 2.770 2.441 1.671
F: 1.409 2.143 1.700
C: 3.084 3.774 1.962
F: 2.165 4.701 2.331
C: 4.412 4.137 2.010
C: 5.336 3.087 1.704
F: 6.623 3.455 1.558
C: 4.995 1.807 1.321
F: 5.990 0.958 1.041
H: 3.752 -4.843 1.903
H: 4.467 -3.956 0.588
H: 3.043 -5.005 0.357
H: 3.007 -2.360 1.838
H: 1.668 -3.431 1.661
H: 2.336 -4.243 -1.255
H: 1.524 -2.904 -2.059
H: 0.250 -4.420 0.217
H: -0.020 -4.669 -1.490
H: -0.586 -3.167 -0.545
H: 2.868 -1.106 -1.587
H: 4.109 -2.395 -1.112
H: 4.803 -0.268 -0.356
H: 4.490 -1.332 1.038
H: 4.751 5.137 2.215
O: -1.693 3.560 2.652
C: -2.897 3.077 2.226
C: -3.865 4.024 1.880
C: -5.128 3.647 1.513
C: -5.364 2.290 1.301
C: -4.405 1.336 1.521
C: -3.132 1.691 1.965
C: -2.066 0.598 2.039
O: -0.800 1.048 2.014
N: -2.435 -0.617 2.067
N: -1.365 -1.554 2.191
C: -1.726 -2.627 2.861
S: -3.273 -2.854 3.566
C: -2.748 -4.246 4.588
C: -1.669 -5.042 3.843
S: -0.482 -3.848 3.154
H: -1.177 2.717 2.801
H: -3.559 5.040 2.141
H: -5.862 4.408 1.336
H: -6.411 2.038 1.060
H: -4.540 0.303 1.221
H: -3.572 -4.935 4.833
H: -2.432 -3.767 5.510
H: -2.177 -5.547 2.990
H: -1.099 -5.742 4.449
C: 2.604 -2.134 4.689
Te: 1.509 -0.361 4.578
C: -0.220 -1.152 5.546
H: 2.347 -2.590 5.587
H: 3.672 -1.960 4.649
H: 2.307 -2.789 3.886
H: -0.991 -0.998 4.866
H: -0.322 -0.514 6.394
H: -0.046 -2.139 6.025
F: 3.016 1.364 -7.697
C: 3.690 1.349 -6.551
F: 4.573 0.270 -6.621
F: 4.451 2.435 -6.523
C: 2.776 1.219 -5.344
C: 1.425 0.969 -5.599
C: 0.497 0.986 -4.562
C: 0.894 1.117 -3.263
C: 2.285 1.376 -3.047
C: 3.225 1.402 -4.037
P: -0.082 0.938 -1.765
C: -1.185 2.379 -1.720
C: -0.996 3.354 -0.689
C: -1.784 4.509 -0.783
C: -2.631 4.736 -1.897
C: -2.755 3.715 -2.886
C: -2.005 2.606 -2.785
C: -3.456 6.024 -2.078
F: -4.051 6.111 -3.273
F: -2.693 7.084 -1.849
F: -4.483 5.942 -1.186
C: -1.272 -0.348 -2.182
C: -1.031 -1.408 -3.067
C: -1.983 -2.370 -3.191
C: -3.159 -2.338 -2.434
C: -3.453 -1.239 -1.613
C: -2.507 -0.295 -1.506
C: -4.157 -3.447 -2.425
F: -4.118 -4.126 -3.583
F: -5.370 -2.899 -2.233
F: -3.943 -4.231 -1.377
H: 1.067 0.756 -6.605
H: -0.476 0.666 -4.904
H: 2.645 1.530 -2.061
H: 4.239 1.481 -3.747
H: -0.284 3.242 0.151
H: -1.752 5.263 0.063
H: -3.418 3.857 -3.725
H: -2.069 1.782 -3.492
H: -0.171 -1.478 -3.736
H: -1.899 -3.237 -3.838
H: -4.353 -1.181 -1.081
H: -2.800 0.540 -0.817

The value obtained for the HOMO energy is -10.296 eV. The charge is +1.